C16H37CaCl2FN5O5 | ωB97M-V with the def2-TZVPD basis set

The total energy comes out at -81072.27456 eV. Its total charge is +2. As for the spin multiplicity: 2. As for the expectation value of S²: 0.755.

Each line ends with the Löwdin spin population.
CARTESIAN COORDINATES (ANGSTROEM)
1 Ca 0.9455 1.0015 -0.9922  0.000
2 F -0.0778 -0.9312 -0.4523  0.002
3 C 4.7544 0.5682 1.4278  0.000
4 C 3.8817 -0.5047 0.6494  0.000
5 O 2.7667 -0.2391 0.1963  0.000
6 N 4.4445 -1.7421 0.5046  0.000
7 C 3.9722 -2.8444 -0.3116  0.000
8 H 4.3364 0.6802 2.4283  0.000
9 H 4.6578 1.5726 1.0156  0.000
10 H 5.8094 0.3300 1.5634  0.000
11 H 5.2784 -1.8658 1.0608  0.000
12 H 2.8845 -2.8517 -0.3827  0.000
13 H 4.3312 -3.7597 0.1591  0.000
14 H 4.4450 -2.9121 -1.2914  0.000
15 C -1.8038 4.2870 0.9015  0.000
16 C -1.7715 2.7516 0.6828  0.000
17 O -1.0059 2.2496 -0.1582  0.000
18 N -2.4989 2.0376 1.4931  0.000
19 C -2.5152 0.6156 1.4803  0.001
20 H -1.9327 4.8340 -0.0325  0.000
21 H -0.9450 4.7540 1.3838  0.000
22 H -2.5374 4.5238 1.6721  0.000
23 H -2.9468 2.5155 2.2619  0.000
24 H -1.5578 0.1104 1.6072  0.000
25 H -2.9085 0.3888 0.4893  0.001
26 H -3.2016 0.2402 2.2393  0.000
27 C 1.5044 3.8684 2.6015  0.000
28 C 1.6213 2.4315 2.1289  0.000
29 O 1.6167 2.1224 0.9579  0.000
30 N 1.4582 1.5277 3.1056  0.000
31 C 1.3220 0.1289 2.8657  0.000
32 H 0.5543 4.0683 3.0969  0.000
33 H 1.5355 4.5642 1.7631  0.000
34 H 2.3500 4.1333 3.2362  0.000
35 H 1.4034 1.8668 4.0554  0.000
36 H 2.2994 -0.3521 2.9036  0.000
37 H 0.8932 -0.0276 1.8759  0.000
38 H 0.6755 -0.2990 3.6319  0.000
39 C -0.5520 2.2218 -5.2162  0.000
40 C -0.9364 1.7070 -3.7962  0.000
41 O -0.0994 1.6216 -2.9156  0.000
42 N -2.2107 1.3209 -3.6603  0.000
43 C -2.7128 0.7118 -2.4449  0.000
44 H -1.3303 1.9032 -5.9096  0.000
45 H 0.3936 1.7430 -5.4704  0.000
46 H -0.4938 3.3009 -5.3587  0.000
47 H -2.9422 1.5029 -4.3325  0.000
48 H -3.0831 1.5694 -1.8833  0.000
49 H -1.9977 0.0978 -1.8973  0.000
50 H -3.5724 0.0536 -2.5711  0.000
51 C -3.3890 -2.5369 -0.5797  0.071
52 C -2.6567 -3.5536 -1.4099  0.088
53 O -3.3411 -4.4540 -1.9172  0.753
54 N -1.3176 -3.3818 -1.5161  0.059
55 C -0.4993 -4.3089 -2.2423  0.008
56 H -4.1451 -2.0531 -1.1980  -0.002
57 H -2.7545 -1.7544 -0.1637  0.011
58 H -3.8353 -3.0100 0.2950  -0.001
59 H -0.8367 -2.6889 -0.9605  0.002
60 H -0.8378 -4.6871 -3.2069  0.004
61 H -0.2905 -5.1713 -1.6092  0.001
62 H 0.4512 -3.8109 -2.4337  0.001
63 C -0.2802 -3.1289 2.0582  0.000
64 Cl 0.6998 -4.4412 1.2296  0.000
65 Cl -0.5450 -3.4088 3.7483  0.000
66 H 0.2995 -2.2068 2.0169  0.000
67 H -1.2232 -3.0001 1.5270  0.000

C3H10O3 | ωB97M-V with the def2-TZVPD basis set

For the energy relative to the best compared isomer or geometry (same formula, charge and spin), the calculation gives 131.14 kJ/mol. The SMILES is COCOC.O.

Each line ends with the natural charge from an NBO analysis.
CARTESIAN COORDINATES (ANGSTROEM)
1 O -0.8627 1.3022 -0.5893  -0.542
2 O 0.5254 0.7218 1.0777  -0.550
3 C -1.8840 0.8513 -1.4774  -0.267
4 C 1.8911 1.0794 0.5662  -0.261
5 C -0.4186 0.2417 0.1730  0.247
6 H -2.7837 0.5700 -0.9046  0.168
7 H -1.5626 -0.0173 -2.0765  0.168
8 H -2.1466 1.6741 -2.1634  0.200
9 H 1.7280 1.7882 -0.2630  0.186
10 H 2.4710 0.2214 0.1866  0.181
11 H 2.4815 1.5841 1.3494  0.198
12 H -1.2898 -0.2045 0.6901  0.143
13 H 0.0158 -0.5348 -0.4857  0.128
14 O 0.9292 -2.9594 1.0996  -0.942
15 H 0.7560 -2.8676 2.0639  0.474
16 H 0.1500 -3.4505 0.7533  0.469

C4H8O2 | ωB97M-V with the def2-TZVPD basis set

For the energy relative to the best compared isomer or geometry (same formula, charge and spin), the calculation gives 191.08 kJ/mol. The SMILES is C[C@H]1OC[C@H]1O.

Each line ends with the natural charge from an NBO analysis.
CARTESIAN COORDINATES (ANGSTROEM)
1 C 1.5272 0.6437 0.1747  -0.657
2 C 0.6075 -0.5749 0.1313  0.073
3 O -0.1631 -0.7455 1.3383  -0.530
4 C -1.3954 -0.4432 0.6723  -0.091
5 C -0.6982 -0.4263 -0.6969  0.061
6 O -0.8620 0.6745 -1.5414  -0.692
7 H 1.4152 1.1401 1.1430  0.233
8 H 2.5782 0.3745 0.0431  0.224
9 H 1.2841 1.3623 -0.6171  0.202
10 H 1.1717 -1.4898 -0.0851  0.180
11 H -1.8041 0.5329 0.9738  0.168
12 H -2.1564 -1.2146 0.8400  0.181
13 H -0.9171 -1.3035 -1.3093  0.185
14 H -0.5875 1.4698 -1.0668  0.464

C4H9NO | ωB97M-V with the def2-TZVPD basis set

For the energy relative to the best compared isomer or geometry (same formula, charge and spin), the calculation gives 169.77 kJ/mol. The SMILES is [H]/N=C/C.CC=O.

Each line ends with the natural charge from an NBO analysis.
CARTESIAN COORDINATES (ANGSTROEM)
1 C 1.6841 0.5722 0.5738  0.153
2 C -1.7121 -0.1489 -1.9537  0.449
3 C 2.3124 -0.0004 1.7954  -0.675
4 C -2.3465 -0.6539 -0.6998  -0.738
5 N 0.4767 0.9109 0.5746  -0.645
6 O -1.7123 0.9939 -2.3174  -0.529
7 H 2.3600 0.6581 -0.2916  0.144
8 H -1.1857 -0.9262 -2.5432  0.095
9 H 3.1686 0.6081 2.0845  0.223
10 H 2.6755 -1.0057 1.5897  0.222
11 H 1.5929 -0.0291 2.6084  0.229
12 H -2.5942 -1.7084 -0.7791  0.220
13 H -3.2261 -0.0639 -0.4528  0.237
14 H -1.6230 -0.5221 0.1056  0.266
15 H 0.1299 1.3153 -0.2944  0.351

C25H41O13PdS4 | ωB97M-V with the def2-TZVPD basis set

For the energy relative to the best compared isomer or geometry (same formula, charge and spin), the calculation gives 786.28 kJ/mol. Its total charge is -1. As for the spin multiplicity: 3. As for the expectation value of S²: 2.046.

Each line ends with the Löwdin spin population.
CARTESIAN COORDINATES (ANGSTROEM)
1 Pd -0.6789 0.0094 0.1183  0.093
2 C -4.5248 3.8205 0.1811  0.016
3 C -4.1009 3.2451 1.6054  0.055
4 C -5.2479 3.1384 2.6612  0.046
5 O -3.3275 2.0822 1.4917  0.778
6 H -5.1956 3.1385 -0.3414  0.000
7 H -3.7063 4.0228 -0.5097  -0.001
8 H -5.0308 4.7650 0.3813  0.002
9 H -3.3809 3.9938 1.9356  0.005
10 H -5.7097 4.0755 2.9720  0.004
11 H -4.9134 2.6257 3.5631  0.000
12 H -5.9867 2.5013 2.1751  0.000
13 C 2.1280 -4.5344 -2.5599  0.176
14 C 1.9235 -5.8716 -3.0578  0.006
15 C 0.4505 -6.3488 -3.3966  0.016
16 O 0.3123 -7.5131 -3.7429  0.058
17 C -0.6142 -5.4557 -2.8108  0.312
18 C -0.3266 -4.2686 -2.2541  0.015
19 C 1.1463 -3.7914 -2.0427  0.004
20 O 1.5950 -2.6199 -1.6262  0.145
21 O -1.3907 -3.6546 -1.8211  0.246
22 O 2.8232 -6.5888 -3.4057  0.005
23 H 3.1638 -4.2313 -2.5190  0.007
24 H -1.6005 -5.8959 -2.8097  0.012
25 C 5.9234 -0.5106 2.9738  0.000
26 C 5.7208 -1.9254 3.4060  0.000
27 C 4.2137 -2.1433 3.2289  0.000
28 S 3.4249 -0.5523 3.7813  0.000
29 O 2.9807 -0.6939 5.1872  0.000
30 O 2.5329 0.0501 2.7890  0.000
31 C 5.0557 0.3855 3.7810  0.000
32 H 5.9371 -0.4657 1.8849  0.000
33 H 6.9489 -0.2955 3.2740  0.000
34 H 6.0582 -2.0194 4.4382  0.000
35 H 6.3610 -2.6390 2.8875  0.000
36 H 3.7204 -2.9081 3.8289  0.000
37 H 3.9608 -2.3170 2.1830  0.000
38 H 5.3512 0.3616 4.8299  0.000
39 H 4.8405 1.4307 3.5592  0.000
40 C 1.6322 6.9454 -1.2669  0.000
41 C 2.1893 7.1858 0.1049  0.000
42 C 2.1161 5.9180 0.9122  0.000
43 S 2.4684 4.5495 -0.2897  0.000
44 O 1.3469 3.5473 -0.4080  0.000
45 O 3.8119 4.1410 -0.0598  0.000
46 C 2.4521 5.7477 -1.7158  0.000
47 H 1.7538 7.8063 -1.9244  0.000
48 H 0.5933 6.6388 -1.1456  0.000
49 H 1.6288 8.0156 0.5356  0.000
50 H 3.2492 7.4394 0.0864  0.000
51 H 1.1760 5.6913 1.4152  0.000
52 H 3.0155 5.8298 1.5216  0.000
53 H 2.2812 5.1913 -2.6374  0.000
54 H 3.5103 5.9880 -1.8188  0.000
55 C -1.0363 -0.8501 -7.2682  0.000
56 C 0.2411 -1.0804 -6.4948  0.000
57 C 0.6221 0.2023 -5.6647  0.000
58 S -1.0125 1.0820 -5.2308  0.000
59 O -1.0395 2.4459 -5.7730  0.000
60 O -1.1471 0.8108 -3.7907  0.000
61 C -2.0315 -0.1199 -6.2355  0.000
62 H -1.4589 -1.8264 -7.5058  0.000
63 H -0.9453 -0.1987 -8.1374  0.000
64 H 1.0400 -1.3227 -7.1955  0.000
65 H 0.1386 -1.9539 -5.8508  0.000
66 H 1.0600 0.8981 -6.3804  0.000
67 H 1.2860 0.0094 -4.8219  0.000
68 H -2.9186 0.2690 -6.7354  0.000
69 H -2.3286 -0.9591 -5.6066  0.000
70 C -4.6568 -2.6855 4.4486  0.000
71 C -4.7290 -4.2076 4.3531  0.000
72 C -3.5622 -4.4439 3.4448  0.000
73 S -2.1057 -3.3223 4.0158  0.000
74 O -1.6927 -2.5824 2.8326  0.000
75 O -1.1151 -3.9602 4.8602  0.000
76 C -3.2823 -2.2534 4.9667  0.000
77 H -5.4658 -2.2501 5.0352  0.000
78 H -4.7215 -2.2896 3.4351  0.000
79 H -5.7019 -4.4912 3.9518  0.000
80 H -4.5023 -4.7364 5.2789  0.000
81 H -3.7491 -4.0904 2.4308  0.000
82 H -3.1788 -5.4579 3.3310  0.000
83 H -2.9347 -1.2443 4.7454  0.000
84 H -3.1343 -2.4281 6.0323  0.000

C9H16O | ωB97M-V with the def2-TZVPD basis set

For the energy relative to the best compared isomer or geometry (same formula, charge and spin), the calculation gives 383.89 kJ/mol.

Each line ends with the natural charge from an NBO analysis.
CARTESIAN COORDINATES (ANGSTROEM)
1 C -1.7056 1.2424 -0.2046  -0.433
2 C -0.6350 1.0719 0.8853  -0.435
3 C -2.7480 0.1213 -0.2919  -0.596
4 C 0.2511 -0.1453 0.7642  -0.029
5 C -2.6879 -1.1417 -1.1319  0.293
6 C 1.2915 -0.1946 -0.0176  0.015
7 C -0.0442 -1.0251 1.9569  -0.631
8 C 1.4769 0.8475 -1.0605  -0.659
9 C 2.1778 -1.4231 -0.2810  -0.620
10 O -1.5436 -1.6753 -1.3064  -0.644
11 H -2.2033 2.2247 0.0261  0.225
12 H -1.2880 1.6733 -1.1101  0.214
13 H -0.1201 1.9569 0.9969  0.217
14 H -1.0882 1.0557 1.8865  0.204
15 H -2.7097 -0.3141 0.6720  0.240
16 H -3.8182 0.4439 -0.4453  0.238
17 H -1.1172 -1.0942 2.0780  0.208
18 H 0.2487 -0.6053 2.9002  0.217
19 H 0.4177 -1.9668 1.9474  0.213
20 H 1.8092 1.8141 -0.6191  0.225
21 H 0.5571 1.0260 -1.5781  0.215
22 H 2.1815 0.5949 -1.9184  0.219
23 H 3.2420 -0.9893 -0.5077  0.205
24 H 1.8199 -1.8426 -1.1710  0.215
25 H 2.3249 -2.0762 0.4962  0.214
26 H -0.7485 -1.1200 -1.1937  0.470